1.
Formula: C13H25Cl2InNO4
Source: OMol25
Level of theory: wB97M-V/def2-TZVPD

Calculated values
frontier orbital gap: 6.593 eV
charge: -1
E_LUMO: 2.1 eV

Geometry as XYZ:
```
46
Properties=species:S:1:pos:R:3:lowdin_charge:R:1
C -5.0477 0.4425 -2.3714 -0.195
N -5.0236 -0.5183 -3.4554 -0.235
C -4.1278 -1.6547 -3.1916 -0.384
In -4.6800 -2.8866 -1.4189 0.401
C -4.3537 -1.8754 0.5875 -0.805
Cl -4.6665 -3.1349 1.8813 0.415
C -3.0146 -1.2220 0.9377 -0.814
C -1.8653 -1.5797 0.0223 -0.152
Cl -3.1951 0.6006 0.9491 0.548
H -5.6828 0.0844 -1.5559 0.057
H -5.4671 1.3876 -2.7270 0.068
H -4.0591 0.6522 -1.9368 0.047
H -4.7199 -0.0318 -4.2922 0.073
H -3.0723 -1.3312 -3.1727 0.018
H -4.2218 -2.3576 -4.0246 0.013
H -6.4134 -3.2295 -1.4895 -0.116
H -3.7285 -4.3748 -1.4466 -0.117
H -5.1522 -1.1577 0.7512 -0.004
H -2.7509 -1.4566 1.9671 0.055
H -1.6725 -2.6495 0.1320 0.083
H -2.1282 -1.3902 -1.0178 0.048
H -0.9550 -1.0321 0.2660 0.053
O 3.0369 0.7948 -1.2563 0.089
C 2.2104 1.4055 -0.6310 -0.498
O 1.1417 0.8066 -0.0834 0.026
C 0.2928 1.7772 0.5747 -0.152
C 1.2113 2.9644 0.8539 -0.149
C 2.1805 2.8870 -0.3193 -0.084
H -0.5333 2.0161 -0.0960 0.114
H -0.1128 1.3005 1.4623 0.112
H 0.6701 3.9058 0.9256 0.114
H 1.7572 2.7930 1.7784 0.093
H 1.8134 3.4098 -1.2062 0.129
H 3.1878 3.2282 -0.0981 0.114
O 3.8700 1.9078 2.1745 0.122
C 4.7610 1.1079 2.1379 -0.461
O 5.2260 0.5064 3.2586 0.025
C 6.3260 -0.3644 2.9405 -0.157
C 6.1778 -0.6756 1.4536 -0.145
C 5.5271 0.6016 0.9331 -0.067
H 7.2544 0.1700 3.1570 0.122
H 6.2544 -1.2317 3.5918 0.122
H 7.1283 -0.9178 0.9833 0.113
H 5.5001 -1.5181 1.3138 0.121
H 6.2632 1.3656 0.6690 0.135
H 4.8535 0.4746 0.0888 0.101
```

---

2.
Formula: C13H25Cl8CuO4
Source: OMol25
Level of theory: wB97M-V/def2-TZVPD

Calculated values
multiplicity: 2
energy relative to the best compared isomer or geometry (same formula, charge and spin): 0.000 eV
frontier orbital gap (spin up / spin down): 6.049 / 5.096 eV
charge: +1
E_LUMO (spin up / spin down): -6.9 / -7.9 eV

Geometry as XYZ:
```
51
Properties=species:S:1:pos:R:3:lowdin_charge:R:1
Cu -2.3234 -0.0896 -4.0697 0.825
C -0.7290 -0.7797 -1.1690 -0.120
O -1.5087 -0.0195 -2.0131 -0.050
H 0.3022 -0.7731 -1.5219 0.116
H -0.6569 -0.4811 -0.1231 0.060
H -1.0669 -1.8160 -1.1710 0.083
C -3.4630 2.3767 0.2306 -0.020
C -2.0798 2.9560 0.3133 -0.291
C -1.3871 3.1997 -1.0857 -0.102
O -0.8748 4.5189 -1.0193 0.079
C -1.4111 5.1430 0.0560 -0.536
O -1.1915 6.2890 0.4114 0.156
O -2.2413 4.3216 0.6900 0.072
H -4.1194 3.0485 -0.3225 0.102
H -3.8505 2.2623 1.2430 0.094
H -3.5180 1.3738 -0.1928 0.070
H -1.3947 2.5947 1.0802 0.125
H -2.0856 3.0199 -1.9030 0.118
H -0.5926 2.4774 -1.2732 0.103
Cl 4.3623 1.9169 -3.4389 0.572
C 3.1127 1.6317 -2.1962 -0.701
C 3.5643 1.9543 -0.7903 -0.624
Cl 3.9580 3.7435 -0.6908 0.530
H 2.7377 0.6084 -2.2102 0.052
H 2.2522 2.2685 -2.4014 0.054
H 4.4492 1.3547 -0.5771 0.065
H 2.8713 1.7647 0.0294 0.012
Cl -3.1416 -5.7464 -1.5717 0.530
C -2.8985 -3.9705 -1.1890 -0.637
C -2.7441 -3.7222 0.3398 -0.608
Cl -1.2914 -4.6010 0.9795 0.522
H -3.7944 -3.4539 -1.5332 0.060
H -2.1449 -3.5884 -1.8777 0.039
H -3.6574 -4.0343 0.8464 0.079
H -2.5441 -2.6729 0.5569 0.042
Cl 0.9241 0.8676 1.8501 0.586
C 0.6116 0.0837 3.4309 -0.605
C -0.3662 -1.0754 3.1993 -0.729
Cl -0.5769 -2.0158 4.6627 0.610
H 0.1773 0.7941 4.1342 0.079
H 1.5620 -0.1928 3.8875 0.079
H 0.0177 -1.7049 2.3965 0.002
H -1.3514 -0.7792 2.8390 0.063
Cl 2.0361 -3.4389 1.3320 0.533
C 2.7895 -2.4613 0.0082 -0.658
C 4.2748 -2.1116 0.1794 -0.622
Cl 5.1680 -3.6198 0.6207 0.550
H 2.2776 -1.5046 -0.0962 0.027
H 2.5505 -2.9320 -0.9454 0.069
H 4.4248 -1.2688 0.8542 0.074
H 4.5814 -1.7162 -0.7889 0.071
```

---

3.
Formula: C13H25Cl8MgO8S
Source: OMol25
Level of theory: wB97M-V/def2-TZVPD

Calculated values
energy relative to the best compared isomer or geometry (same formula, charge and spin): 0.000 eV
frontier orbital gap: 7.764 eV
charge: -1
E_LUMO: 1.9 eV

Geometry as XYZ:
```
56
Properties=species:S:1:pos:R:3:lowdin_charge:R:1
Mg 1.3006 -0.4869 -0.0492 0.722
S 1.8736 -2.8723 -0.1811 0.315
O 0.8834 -2.1063 -1.0320 -0.428
O 1.8984 -1.9055 0.9930 -0.424
O 1.4206 -4.1986 0.1788 -0.324
O 3.2064 -2.7978 -0.8021 -0.362
C -0.9868 0.4977 1.8059 -0.296
O 0.2884 0.5253 1.2705 -0.393
H -1.4977 1.4824 1.7267 0.042
H -1.6357 -0.2034 1.2516 0.032
H -0.9893 0.2421 2.8817 0.071
C -1.2877 1.2484 -5.6015 -0.051
C -0.4398 0.1816 -4.9973 -0.273
C 1.0772 0.5061 -4.9619 -0.062
O 1.3887 0.4669 -3.5685 0.104
C 0.2755 0.2996 -2.8373 -0.536
O 0.2189 0.3044 -1.6517 0.113
O -0.7819 0.0383 -3.5889 0.092
H -1.0320 2.1691 -5.0569 0.080
H -2.3615 1.1674 -5.4708 0.061
H -1.0555 1.4849 -6.6421 0.093
H -0.5249 -0.8342 -5.3947 0.157
H 1.3118 1.4762 -5.3960 0.133
H 1.6382 -0.2789 -5.4597 0.134
Cl -3.7658 2.5393 0.1174 0.548
C -2.7874 1.4579 -0.9190 -0.654
C -3.4596 1.2562 -2.2565 -0.622
Cl -3.3639 2.7295 -3.2806 0.553
H -2.8122 0.5033 -0.4021 0.047
H -1.7860 1.8463 -1.0448 0.066
H -4.5178 1.0640 -2.1268 0.062
H -2.9458 0.4529 -2.7741 0.057
Cl 2.4814 3.8694 4.3519 0.516
C 1.5823 2.9912 3.0910 -0.686
C 0.9008 3.9587 2.1309 -0.650
Cl 2.0932 4.8162 1.1153 0.520
H 0.8380 2.3435 3.5440 0.070
H 2.2982 2.3924 2.5403 0.034
H 0.3179 4.6797 2.6981 0.065
H 0.2696 3.3811 1.4727 0.050
Cl 4.1996 0.8199 4.1382 0.532
C 3.4849 -0.7237 3.5813 -0.633
C 2.0772 -0.9359 4.0952 -0.654
Cl 2.0239 -0.9459 5.8810 0.515
H 4.1019 -1.5516 3.9166 0.071
H 3.4329 -0.7123 2.5000 0.051
H 1.6418 -1.8743 3.7640 0.069
H 1.4288 -0.1710 3.6648 0.048
Cl -2.1722 -2.7077 -0.1457 0.608
C -1.6572 -3.0963 1.4914 -0.693
C -1.3630 -4.5817 1.6476 -0.636
Cl -1.0188 -4.8663 3.3837 0.534
H -2.3725 -2.7513 2.2338 0.064
H -0.7160 -2.5890 1.7122 0.056
H -0.4328 -4.7959 1.1282 0.033
H -2.1908 -5.2054 1.3335 0.062
```

---

4.
Formula: C13H25ClIN2P2Pb
Source: OMol25
Level of theory: wB97M-V/def2-TZVPD

Calculated values
energy relative to the best compared isomer or geometry (same formula, charge and spin): 2.775 eV
frontier orbital gap (spin up / spin down): 4.912 / 3.763 eV
charge: +3
E_LUMO (spin up / spin down): -13.0 / -14.1 eV

Geometry as XYZ:
```
45
Properties=species:S:1:pos:R:3:lowdin_charge:R:1
C 0.7366 1.0696 -0.6608 -0.303
I -0.7576 -0.2858 1.3048 0.882
H 1.0008 1.6734 -1.5509 0.024
H 0.5830 0.0372 -1.0132 -0.083
H 1.5362 1.1358 0.0897 -0.034
Pb -1.8570 2.5043 -1.2976 1.021
P -1.8858 -0.4972 -2.4470 0.824
C -1.2912 -2.1643 -2.9705 -0.207
C -3.6324 -0.9332 -2.1257 -0.227
H -4.0647 -1.3750 -3.0329 0.092
H -2.6514 -0.4575 -4.6982 0.081
H -4.1660 -0.0045 -1.8651 0.056
H -2.6008 1.2145 -4.0246 0.043
H -1.6326 -2.9093 -2.2368 0.065
H -3.7053 -1.6425 -1.2964 0.068
C -2.0692 0.2549 -4.1055 -0.247
H -1.7198 -2.3908 -3.9598 0.090
H -1.0772 0.3922 -4.5566 0.078
H -0.1928 -2.1769 -3.0403 0.062
P 0.0790 2.2628 1.9120 0.663
C 1.5073 1.5886 2.8702 -0.250
C 0.7353 3.9631 1.7134 -0.173
H -1.9763 3.1538 2.7450 0.071
H -0.6874 3.1633 3.9926 0.082
H -1.5712 1.6309 3.6248 0.053
C -1.1707 2.5656 3.2110 -0.244
H 0.0444 4.5724 1.1062 0.067
H 0.7784 4.3629 2.7376 0.096
H 1.6293 2.2198 3.7574 0.084
H 2.4180 1.6450 2.2584 0.065
H 1.7475 3.9403 1.2740 0.086
H 1.3615 0.5505 3.1817 0.034
Cl -3.6905 4.0635 -1.2614 -0.029
N 3.6618 -5.0635 3.0573 0.233
C 3.1940 -4.3182 2.3026 -0.137
C 2.6310 -3.3167 1.4388 -0.181
C 3.2566 -2.0667 1.2900 0.038
C 2.7552 -1.1850 0.3307 -0.147
N 1.7498 -1.5297 -0.4640 -0.016
C 1.0832 -2.6642 -0.2754 -0.189
C 1.4840 -3.6079 0.6872 0.028
H 4.0519 -1.7282 1.9356 0.135
H 3.2473 -0.2219 0.1552 0.122
H 0.2044 -2.8870 -0.8998 0.083
H 0.9232 -4.5384 0.8064 0.142
```

---

5.
Formula: C13H25ClNSiSnTi
Source: OMol25
Level of theory: wB97M-V/def2-TZVPD

Calculated values
multiplicity: 2
energy relative to the best compared isomer or geometry (same formula, charge and spin): 4.088 eV
frontier orbital gap (spin up / spin down): 6.147 / 8.485 eV
charge: 0
E_LUMO (spin up / spin down): 0.3 / 0.3 eV

Geometry as XYZ:
```
43
Properties=species:S:1:pos:R:3:lowdin_charge:R:1
Ti 0.5569 0.2034 -2.6792 0.255
Cl 1.0711 -1.1819 -1.3385 0.536
C 2.2526 1.1638 -3.0131 -0.275
C -0.4039 -0.9104 -4.0005 -0.286
H 2.2870 1.5733 -4.0460 0.008
H 2.3885 2.0207 -2.3200 0.002
H 3.1353 0.5006 -2.8977 0.000
H -0.3497 -0.4659 -5.0181 0.001
H -1.4804 -1.0192 -3.7512 0.003
H 0.0242 -1.9324 -4.0709 -0.007
Sn 0.0000 0.0000 0.0000 0.773
C -1.5211 -0.9192 1.0671 -0.241
C -0.6065 1.0659 -1.5529 -0.509
H -2.4964 -0.5017 0.7332 0.026
H -1.5158 -2.0166 0.8953 0.012
H -1.3878 -0.7149 2.1520 0.017
H -1.6752 1.0253 -1.8588 0.034
H -0.2789 2.1090 -1.3484 0.022
C 3.7052 0.8158 0.2056 -0.184
Si 2.7302 0.6287 1.7829 0.375
C 2.9306 -1.1259 2.3988 -0.175
C 3.5200 1.8548 2.9680 -0.174
N 0.9894 1.0141 1.5179 -0.217
C 0.1266 1.4245 2.5913 -0.369
C 0.4064 1.1283 3.9447 -0.057
C -0.4838 1.4927 4.9590 -0.080
C -1.6663 2.1609 4.6462 -0.104
C -1.9630 2.4649 3.3185 -0.080
C -1.0778 2.0979 2.2991 -0.067
H 4.7760 0.6180 0.4165 0.051
H 3.5924 1.8508 -0.1754 0.046
H 3.3544 0.0901 -0.5467 -0.013
H 4.0093 -1.3407 2.5441 0.042
H 2.3988 -1.2652 3.3605 0.031
H 2.5149 -1.8276 1.6471 0.027
H 3.4051 2.8792 2.5588 0.046
H 3.0721 1.8227 3.9777 0.021
H 4.5994 1.6196 3.0632 0.040
H 1.2880 0.5830 4.2377 0.076
H -0.2622 1.2424 5.9888 0.101
H -2.3570 2.4360 5.4326 0.096
H -2.8822 2.9805 3.0749 0.101
H -1.3364 2.3409 1.2767 0.096
```

---

no.,F_max (Eh/bohr)
1,0.0050
2,0.0615
3,0.0535
4,0.0828
5,0.2270